Density functional theory data (ωB97M-V with the def2-TZVPD basis set) for a molecular structure, C5H10AuO2S3.

Last column: Löwdin charge in e.
Element x y z (Å)
1 C 0.17 2.87 -0.78  -0.06
2 C -1.32 -0.82 2.37  -0.04
3 H -1.11 1.59 2.94  0.14
4 Au 0.50 -0.52 -0.16  0.70
5 S 1.68 -3.45 -3.42  0.76
6 H -0.43 3.78 -0.80  0.10
7 H 0.53 2.66 -1.78  0.10
8 O -0.65 1.75 -0.38  -0.28
9 H -2.23 -0.78 1.77  0.10
10 C 1.30 -2.42 -2.29  -1.84
11 H -1.52 -0.51 3.39  0.10
12 O -0.30 0.05 1.81  -0.35
13 C -1.39 1.98 0.82  -0.18
14 H -0.91 -1.83 2.37  0.10
15 S -0.05 -2.45 -1.22  0.65
16 S 2.07 -0.99 -1.72  0.64
17 H 1.01 3.01 -0.10  0.09
18 C -0.59 1.47 1.99  -0.14
19 H 0.38 1.95 2.06  0.14
20 H -1.63 3.04 0.94  0.14
21 H -2.33 1.44 0.71  0.14

Its gap between HOMO and LUMO is 6.10 eV. The calculation puts the HOMO energy at -0.4572 Ha. The value obtained for the energy above the lowest of the compared OMol25 structures with the same formula, charge and spin is 0.0 kJ/mol. Its spin multiplicity is 1. The total energy is -1676.90835 hartree. As for the total charge: +1.

Density functional theory data (ωB97M-V with the def2-TZVPD basis set) for a single C12H13N3O molecule.

Last column: Löwdin charge in e.
Element x y z (Å)
1 N 1.99 1.47 0.47  0.10
2 H 0.91 -2.37 0.90  0.11
3 H -0.69 -0.75 2.95  0.12
4 H -2.50 1.21 -2.26  0.11
5 H 0.98 -1.31 -0.85  0.14
6 C 2.01 2.20 -0.66  -0.14
7 N 1.28 -0.35 -0.80  0.22
8 C -0.63 -1.37 2.05  -0.13
9 H -0.92 1.31 1.70  0.12
10 H -1.69 -2.43 -0.20  0.12
11 H 1.64 2.34 -2.76  0.11
12 H -2.50 -1.25 -2.20  0.11
13 C 1.23 0.36 -2.02  -0.48
14 H -1.72 2.49 -0.29  0.11
15 N 1.64 -0.52 1.52  0.07
16 C -2.16 0.70 -1.37  -0.08
17 C 0.85 -1.70 1.76  -0.17
18 C -1.70 -1.35 -0.22  -0.06
19 H 1.28 -2.21 2.62  0.12
20 C -1.27 0.74 0.85  -0.06
21 C 1.61 0.23 0.38  -0.41
22 H 1.83 0.06 2.33  0.14
23 C 1.64 1.72 -1.88  -0.01
24 H 2.32 3.22 -0.53  0.11
25 C -1.72 1.41 -0.27  -0.07
26 C -2.16 -0.69 -1.34  -0.08
27 O 0.87 -0.23 -3.02  0.05
28 H -1.16 -2.31 2.24  0.12
29 C -1.24 -0.64 0.89  -0.26

As for the SMILES: O=c1ccnc(NCCc2ccccc2)[nH]1. Its gap between HOMO and LUMO is 8.96 eV. The calculation puts the HOMO energy at -0.3047 Ha. The value obtained for the energy above the lowest of the compared OMol25 structures with the same formula, charge and spin is 0.0 kJ/mol. Its spin multiplicity is 1. The total energy is -704.62290 hartree.

Density functional theory data (ωB97M-V with the def2-TZVPD basis set) for a single C2H5N3S2 molecule in a non-equilibrium geometry.

Last column: Löwdin charge in e.
Element x y z (Å)
1 H -2.36 1.12 -0.24  0.12
2 H -0.15 -1.11 1.53  0.12
3 H 3.32 -0.96 -0.64  -0.05
4 S 2.47 0.22 -0.41  0.65
5 S 0.02 1.95 0.27  0.79
6 C 0.44 -0.51 0.87  -0.41
7 N -0.35 0.33 0.13  -0.53
8 H -1.63 -1.60 -0.48  0.04
9 H 0.62 2.10 -0.99  -0.10
10 C -1.70 0.19 -0.21  -0.37
11 N 1.66 -0.86 0.61  -0.37
12 N -2.33 -0.88 -0.46  0.11

As for the SMILES: [H]/N=C\N(S)/C=N\S. Its gap between HOMO and LUMO is 9.15 eV. The calculation puts the HOMO energy at -0.3258 Ha. The value obtained for the energy above the lowest of the compared OMol25 structures with the same formula, charge and spin is 348.2 kJ/mol. Its spin multiplicity is 1. The total energy is -1039.75075 hartree.

Density functional theory data (ωB97M-V with the def2-TZVPD basis set) for a single C17H18N4O3S2 molecule in a non-equilibrium geometry.

Last column: Löwdin charge in e.
Element x y z (Å)
1 C 1.71 0.85 -1.19  -0.56
2 C -0.46 3.35 -4.08  0.03
3 N 1.10 0.77 -2.39  0.02
4 H -2.93 -0.94 4.67  0.09
5 H -1.65 -3.71 -2.86  0.09
6 O 0.93 2.40 1.39  0.07
7 H -2.84 -3.77 0.12  0.08
8 H 1.11 1.29 -4.38  0.12
9 H -2.46 0.23 5.91  0.09
10 H -1.75 -2.04 -3.46  0.07
11 H -0.62 2.82 -5.00  0.06
12 C -2.47 0.04 4.84  0.00
13 H 2.73 0.12 2.66  0.15
14 O -0.37 -0.28 -3.78  0.08
15 H 2.40 2.05 -3.39  0.09
16 H -0.87 1.64 2.80  0.11
17 C -1.77 -3.98 0.20  -0.10
18 C -0.47 0.83 3.37  0.05
19 O -0.21 -0.85 4.78  0.00
20 C -1.01 -2.22 -1.48  -0.26
21 H -1.54 -4.23 1.23  0.07
22 H 3.74 2.69 1.20  0.09
23 C 1.88 1.67 1.59  -0.57
24 H -3.06 0.80 4.35  0.09
25 C 3.20 1.81 0.84  -0.35
26 H 3.82 0.92 0.91  0.08
27 C -1.89 -2.68 -2.59  -0.02
28 C -0.97 -2.81 -0.25  -0.52
29 C 0.85 0.32 3.34  -0.34
30 S 2.86 2.15 -0.91  1.04
31 H -1.56 -4.85 -0.42  0.08
32 N 1.92 0.72 2.57  0.15
33 N 0.99 -0.68 4.18  0.10
34 N 1.52 0.04 -0.20  0.05
35 C 0.60 -0.92 -0.39  -0.50
36 C -1.09 0.05 4.31  -0.31
37 H -2.93 -2.65 -2.29  0.09
38 C 1.34 1.77 -3.42  -0.18
39 S 0.16 -2.05 0.84  1.12
40 C -0.10 -1.12 -1.57  -0.10
41 H -1.08 4.21 -3.90  0.06
42 H 0.61 3.49 -2.28  0.09
43 C 0.46 2.97 -3.21  -0.16
44 C 0.15 -0.24 -2.68  -0.34

As for the SMILES: C=CCn1c(SCC(=O)Nc2cc(C)on2)nc2sc(C)c(C)c2c1=O. Its gap between HOMO and LUMO is 8.39 eV. The calculation puts the HOMO energy at -0.2901 Ha. The value obtained for the energy above the lowest of the compared OMol25 structures with the same formula, charge and spin is 125.5 kJ/mol. Its spin multiplicity is 1. The total energy is -1899.72740 hartree.